No. 1
20
Properties=species:S:1:pos:R:3 method="wB97M-V/def2-TZVPD" homo_ev="-8.7687 / -6.6880" e_tot_ha=-908.71601 orbital_gap_ev="9.0 / 6.2"
C 0.63180 -1.62365 0.23831
C 1.29871 -0.88317 -0.92172
C -1.50888 -0.32872 0.01603
C 3.06975 1.42438 1.13840
C -4.05465 0.46854 -0.80120
N -0.71308 -1.35334 0.40340
N 2.08854 0.09973 -0.51889
N 2.03124 0.54900 0.77216
O 1.24028 -2.48960 0.79333
O 1.16343 -1.23355 -2.08684
S -3.13382 -0.31154 0.66722
H -0.94577 0.48920 -0.38140
H 2.70082 2.49917 0.85597
H 3.02668 1.35924 2.18404
H 4.11998 1.06710 0.80752
H -3.49760 1.33843 -1.12790
H -5.03967 0.81741 -0.42581
H -4.00258 -0.32830 -1.49611
H -1.29519 -2.09627 0.99567
H 2.82002 0.53594 -1.11216

***

No. 2
22
Properties=species:S:1:pos:R:3 method="wB97M-V/def2-TZVPD" smiles="Nc1[nH]nc(OCCO)c1[SH](=O)=O" homo_ev=-9.3206 e_tot_ha=-1059.22391 orbital_gap_ev=9.7
N 1.28877 1.14276 -2.80704
C 0.63758 0.67498 -1.71591
N -0.49630 0.00297 -1.74894
N -1.06059 -0.27821 -0.57169
C -0.23297 0.11937 0.34401
O -0.10382 -0.15393 1.64064
C -1.29230 -0.79009 2.14684
C -1.51711 -2.23608 1.53580
O -2.46319 -2.29279 0.53405
C 0.92714 0.79022 -0.39188
S 2.30307 1.86574 0.21489
O 1.79930 3.21402 0.53925
O 3.27709 1.95904 -0.87390
H 1.97211 1.87499 -2.44334
H 0.79392 1.19527 -3.71574
H -0.92450 -0.38045 -2.64841
H -1.10290 -0.96210 3.15189
H -2.17911 -0.24771 1.93921
H -1.90879 -2.79433 2.42623
H -0.50821 -2.54094 1.11239
H -2.11645 -1.69863 -0.12363
H 2.90725 1.53590 1.45528

***

No. 3
23
Properties=species:S:1:pos:R:3 method="wB97M-V/def2-TZVPD" smiles="O=S1(=O)C2CN3CN1CN(C2)S3(=O)=O" homo_ev=-9.8777 e_tot_ha=-1457.44637 orbital_gap_ev=10.4
O 3.23373 1.11116 -0.29713
S 1.88715 0.80568 -0.73719
O 1.74479 0.52942 -2.19857
C 1.27915 -0.65487 0.16435
C -0.16581 -0.96993 -0.13378
N -0.87051 0.34698 0.16212
C -0.57233 1.54649 -0.59164
N 0.75037 1.95758 -0.15716
C 1.03130 2.05272 1.33203
N 0.73578 0.81420 2.02169
C 1.56343 -0.34733 1.60629
S -0.96333 0.68069 1.89747
O -1.37089 -0.46207 2.66172
O -1.61102 1.95836 2.14488
H 1.76212 -1.56312 -0.04544
H -0.54503 -1.79747 0.48098
H -0.29989 -1.23927 -1.22100
H -1.27907 2.32229 -0.50121
H -0.40845 1.29666 -1.62483
H 0.42015 2.87483 1.71202
H 2.02691 2.36591 1.56828
H 1.18110 -1.18310 2.17083
H 2.64142 -0.27475 1.75636

***

No. 4
19
Properties=species:S:1:pos:R:3 method="wB97M-V/def2-TZVPD" homo_ev="-7.4433 / -7.2211" e_tot_ha=-833.44410 orbital_gap_ev="8.0 / 6.9"
C 2.42077 1.62679 -0.74723
C 0.15275 -0.98304 0.05596
C 3.45418 0.58186 -1.04268
C -1.81567 0.54372 0.17275
C -1.66773 -1.32786 1.63521
N 1.24380 1.37549 -1.22360
N 1.05972 0.21148 -1.87682
N -0.95927 -0.55465 0.59720
O 1.05055 -1.78168 0.31947
S 2.47406 -0.66979 -2.04481
H 2.50888 2.48230 -0.10406
H 4.21628 0.83674 -1.72634
H 4.07823 0.23355 -0.05961
H -1.14693 1.11391 -0.67315
H -2.85117 0.39100 -0.14372
H -1.87784 1.24972 1.01007
H -2.34421 -1.99992 1.09194
H -1.00035 -1.94795 2.21661
H -2.19521 -0.64509 2.30519

***

No. 5
19
Properties=species:S:1:pos:R:3 method="wB97M-V/def2-TZVPD" homo_ev=-2.4627 e_tot_ha=-813.02143 orbital_gap_ev=6.3 total_charge=-1
C -0.33402 0.50675 1.06451
C 0.02452 -0.71661 0.72239
C -0.55563 1.09747 -0.87921
C 0.41894 -1.77969 1.68609
C 0.94950 -1.93193 -1.20603
N -0.49660 -0.02661 -1.50225
N -0.10918 -1.12441 -0.67189
N -0.89258 3.42674 -0.35348
N -0.97679 2.34040 -1.23417
S -0.34216 1.37879 2.48596
H 0.25522 -1.43113 2.61021
H -0.37481 -2.52039 1.51598
H 1.37460 -2.05201 1.47239
H 1.15710 -2.59423 -0.43669
H 0.38348 -2.50467 -2.00718
H 1.85216 -1.44241 -1.53407
H 0.06984 3.40302 -0.12280
H -1.38403 3.17707 0.57180
H -1.01955 2.79384 -2.18154

***

No. 6
24
Properties=species:S:1:pos:R:3 method="wB97M-V/def2-TZVPD" homo_ev=-0.2969 e_tot_ha=-5936.58387 orbital_gap_ev=5.0 total_charge=-2
Pd 0.60421 -0.30636 0.34647
Se 4.35453 -2.91250 -0.70103
Te 3.36888 -0.88300 0.29043
Te 1.70514 -1.30871 2.41514
Se -1.13573 0.76804 1.67963
N -3.76986 -1.45093 0.81236
C -2.62764 -2.14007 0.47293
N -1.79723 -2.45185 1.49303
N -2.44758 -2.47733 -0.78042
C -1.19286 -2.80607 -1.08307
N -0.09285 -3.00215 -1.38756
H -3.50877 -0.71445 1.47359
H -4.14102 -1.01638 -0.02131
H -1.71910 -1.69098 2.17392
H -0.86393 -2.72078 1.19738
C 2.16406 3.44091 -1.26792
C 1.16438 2.72888 -0.35386
C 0.59014 1.54722 -1.01861
N 0.14452 0.77577 -1.76539
H 2.65653 4.24921 -0.72546
H 1.66714 3.86093 -2.14363
H 2.92710 2.74285 -1.61093
H 0.32455 3.36456 -0.07115
H 1.62538 2.40321 0.57544

***

No. 7
16
Properties=species:S:1:pos:R:3 method="wB97M-V/def2-TZVPD" smiles="CC1(C)CC=NO1" homo_ev=-9.3025 e_tot_ha=-325.80189 orbital_gap_ev=10.2
C -0.96455 -0.59833 -1.14145
C -0.16870 -0.24628 0.03350
C -0.93846 -0.49738 1.41234
C 0.61061 1.23271 -0.08291
C 2.01730 0.71007 -0.20875
N 2.13489 -0.53529 0.04255
O 0.96963 -1.17803 0.07472
H -1.09827 -1.72336 -1.15448
H -0.39656 -0.53601 -2.03864
H -1.83845 0.03771 -1.37438
H -1.28197 -1.49700 1.29191
H -1.88250 0.08100 1.37502
H -0.36603 -0.00260 2.24773
H 0.14586 1.71158 0.68598
H 0.15496 1.66803 -1.03218
H 2.90225 1.37317 -0.13097

***

No. 8
16
Properties=species:S:1:pos:R:3 method="wB97M-V/def2-TZVPD" homo_ev=-7.4138 e_tot_ha=-325.67198 orbital_gap_ev=8.0
C -0.44432 -1.32120 1.16687
C 0.39516 -0.06761 1.22199
N 1.71035 -0.10388 0.58082
C 0.67974 0.76606 0.03391
C 0.13953 0.38351 -1.34181
C -1.39972 1.06390 -1.28433
O -2.57797 1.14389 -1.49026
H -0.20437 -1.91357 0.27923
H -0.25658 -1.94927 2.04363
H -1.51201 -1.07340 1.14676
H 0.31767 0.48709 2.15781
H 2.40534 0.42393 1.09986
H 0.73709 1.84515 0.18050
H 0.42742 -0.67490 -1.49585
H 0.61735 0.97694 -2.12736
H -1.03288 0.00411 -2.13963

***

No. 9
16
Properties=species:S:1:pos:R:3 method="wB97M-V/def2-TZVPD" smiles="C[C@@H]1CN1.C=C=O" homo_ev=-9.4378 e_tot_ha=-325.83274 orbital_gap_ev=10.3
C 1.32208 -1.03469 -0.50211
C -0.02737 -0.65615 -1.05795
C -1.24747 -0.63918 -0.21563
N -1.01190 -1.72917 -1.16145
H 1.20655 -1.76160 0.30781
H 1.94730 -1.48899 -1.27805
H 1.84670 -0.15468 -0.11413
H -0.00518 0.07507 -1.86716
H -2.02190 0.09459 -0.43692
H -1.18175 -0.93318 0.83080
H -1.59255 -1.61311 -1.98669
C -0.00439 1.83837 2.00072
C 0.38314 2.14696 0.78443
O 0.73039 2.42515 -0.29586
H -0.63973 0.97574 2.15404
H 0.29606 2.45488 2.83814

***

No. 10
16
Properties=species:S:1:pos:R:3 method="wB97M-V/def2-TZVPD" smiles="C[C@H]1CN(C)C1=O" homo_ev=-9.2284 e_tot_ha=-325.89159 orbital_gap_ev=10.1
C -0.93412 -0.38310 -1.92493
C -0.57581 -0.89460 -0.54592
C 0.89628 -0.65249 -0.10410
N 0.36446 0.25007 0.87854
C 0.94533 1.17008 1.79792
C -0.94336 0.09184 0.57127
O -1.94325 0.62732 0.99842
H -0.53812 0.63016 -2.07323
H -2.02036 -0.33669 -2.03869
H -0.51610 -1.03576 -2.69595
H -0.93823 -1.90805 -0.35813
H 1.43591 -1.51998 0.29937
H 1.53264 -0.10260 -0.80404
H 0.64681 0.67053 2.71801
H 2.03340 1.21550 1.69973
H 0.55451 2.17778 1.58174

***

No. 11
16
Properties=species:S:1:pos:R:3 method="wB97M-V/def2-TZVPD" smiles=O[C@H]1C[C@]2(CN2)C1 homo_ev=-9.5714 e_tot_ha=-325.84054 orbital_gap_ev=10.6
O 2.33588 -0.14104 1.27540
C 1.43531 -0.51636 0.26574
C 0.75921 0.62838 -0.53575
C -0.59920 0.05466 -0.14118
C -1.81234 0.04442 -0.97589
N -1.76185 0.82636 0.26226
C 0.04152 -1.04056 0.70995
H 1.88800 0.49463 1.84801
H 1.98238 -1.21595 -0.36704
H 0.96591 0.65892 -1.60990
H 0.96691 1.61514 -0.10779
H -2.50674 -0.79049 -0.94712
H -1.75766 0.57507 -1.92546
H -1.61122 1.80684 0.04992
H -0.13990 -0.93078 1.78599
H -0.18624 -2.06924 0.41285

***

No. 12
16
Properties=species:S:1:pos:R:3 method="wB97M-V/def2-TZVPD" smiles="CC1=NOC1(C)C" homo_ev=-9.7534 e_tot_ha=-325.80601 orbital_gap_ev=10.6
C -2.06073 0.44504 -0.07564
C -0.99046 -0.57363 0.05440
N -1.02696 -1.82512 0.19162
O 0.63878 -1.87587 -0.09144
C 0.56307 -0.46881 -0.02223
C 1.08438 0.10923 1.29662
C 1.15388 0.21684 -1.23988
H -1.99297 0.92338 -1.05367
H -3.03934 -0.01503 0.04028
H -1.92349 1.21343 0.68609
H 2.16978 0.01352 1.29826
H 0.81703 1.16141 1.39079
H 0.68022 -0.45046 2.13735
H 0.99476 1.29426 -1.19762
H 0.70750 -0.18245 -2.14926
H 2.22455 0.01426 -1.26567

***

No. 13
16
Properties=species:S:1:pos:R:3 method="wB97M-V/def2-TZVPD" smiles="CCC(C)=O.C#N" homo_ev=-9.5145 e_tot_ha=-325.84637 orbital_gap_ev=10.5
C 1.56198 -1.75296 -0.29629
C 1.04965 -0.31719 -0.58179
C 0.24851 0.36138 0.54834
C -0.11176 1.73630 0.16175
O -0.18222 -0.11808 1.52552
H 1.87961 -2.38179 -1.20142
H 2.55430 -1.62897 0.31228
H 0.92202 -2.12119 0.46911
H 0.22135 -0.38756 -1.19834
H 1.81431 0.39349 -0.98682
H -0.19926 1.95138 -0.88771
H -1.18224 1.90861 0.44988
H 0.64773 2.44398 0.62429
C -3.01353 -0.03966 0.42524
N -2.64767 -0.64218 -0.46949
H -3.56279 0.59443 1.10545

***

No. 14
16
Properties=species:S:1:pos:R:3 method="wB97M-V/def2-TZVPD" homo_ev=-9.4691 e_tot_ha=-325.78309 orbital_gap_ev=10.4
C -1.37109 -1.26331 -0.73149
C -0.83124 -0.01486 -0.06459
O -1.33196 0.12954 1.25370
C 0.68864 -0.05999 0.26946
C 1.73010 0.48788 -0.69455
C 0.40811 0.76947 1.47153
N 0.26297 1.73213 2.17045
H -0.96016 -1.38948 -1.74032
H -2.46039 -1.19324 -0.80374
H -1.12661 -2.14475 -0.12964
H -1.04006 0.87195 -0.68916
H -0.88436 1.29052 1.92001
H 0.92894 -1.07712 0.59748
H 2.67312 0.70362 -0.18298
H 1.37963 1.40893 -1.17089
H 1.93437 -0.25128 -1.47529

***

Calculated values (eV) of energy relative to the best compared isomer or geometry (same formula, charge and spin) for the records, taken in order: 3.106; 2.061; 0.000; 3.976; 2.259; 0.000; 3.692; 7.227; 2.852; 1.251; 2.640; 3.579; 2.481; 4.203.